# C40H81N6O11P2S

A 4-piece molecular cluster, C40H81N6O11P2S overall at a distorted geometry (the ωB97M-V functional and the def2-TZVPD basis, the OMol25 dataset).

Values from the calculation:
total charge	-1
orbital gap	7.065	eV
electronic energy	-3808.92964	Eh

Geometry as XYZ:
```
141
Properties=species:S:1:pos:R:3:mulliken_charge:R:1
C -2.17 3.28 4.82 -0.591
C -2.77 2.12 5.40 -0.076
C -3.34 0.90 6.38 -0.131
C -4.33 -0.08 5.50 -0.345
C -3.92 -1.69 5.60 -0.978
P -2.29 -2.04 4.66 1.541
C -2.07 -3.79 5.49 -0.068
C -0.69 -4.00 6.35 -0.340
C -0.50 -5.49 7.07 -0.407
C -1.75 -6.58 6.87 -0.377
C -3.02 -6.07 5.98 -0.202
N -3.20 -4.75 5.29 -0.217
O -0.70 -1.95 3.94 -0.983
C -0.69 -2.24 2.47 -0.150
C 0.06 -3.72 2.47 -1.147
O 1.10 -3.66 3.52 -0.030
C 2.40 -4.16 3.05 0.571
C 2.68 -5.61 2.34 -0.886
O 3.48 -3.36 3.27 -0.595
N 0.08 -1.03 1.96 0.140
C 1.19 -1.41 0.99 -0.048
C 1.70 0.01 0.28 -0.279
C 1.95 -0.13 -1.34 -0.780
C -2.27 -2.39 1.97 0.990
C -3.07 -1.04 1.49 -0.343
C -2.64 -0.48 -0.01 -0.311
O -1.52 -0.83 -0.65 -0.437
N -3.58 0.52 -0.65 0.664
C -3.21 1.95 -0.35 -0.880
C -3.80 0.26 -2.13 -0.828
P -2.73 -3.87 0.84 -0.090
S -1.55 -4.14 -0.68 -0.410
O -3.03 -2.74 3.21 -0.598
H -1.80 4.36 4.54 0.319
H -2.40 0.27 6.68 0.161
H -3.85 1.37 7.33 0.356
H -4.38 0.25 4.36 0.069
H -5.43 0.09 5.92 0.382
H -4.81 -2.27 5.07 0.195
H -3.88 -2.02 6.73 0.295
H -1.60 -1.59 5.86 -0.049
H -2.40 -0.65 4.26 -0.320
H 0.11 -3.14 6.44 0.296
H 0.49 -5.75 7.68 0.273
H -1.70 -7.65 7.36 0.270
H -3.92 -6.86 5.87 0.215
H 0.44 -4.06 1.42 0.477
H -0.74 -4.51 2.84 0.103
H 3.01 -6.37 3.19 0.290
H 3.56 -5.51 1.57 0.284
H 1.68 -6.04 1.89 0.257
H 0.53 -0.59 2.79 0.338
H 2.16 -1.85 1.52 0.091
H 0.86 -2.22 0.20 0.114
H 2.67 0.44 0.82 0.199
H 0.81 0.78 0.42 0.149
H 2.10 0.98 -1.74 0.200
H 2.98 -0.67 -1.49 0.210
H 1.06 -0.61 -1.94 0.279
H -4.22 -1.33 1.41 0.311
H -3.01 -0.13 2.23 0.097
H -2.52 1.91 0.62 0.269
H -2.62 2.51 -1.19 0.364
H -4.20 2.50 0.00 0.150
H -3.31 -0.71 -2.55 0.293
H -3.54 1.24 -2.75 0.290
H -4.98 0.11 -2.26 0.142
H -4.14 -3.67 0.47 0.136
H -2.71 -5.06 1.70 0.113
C -10.24 5.34 -2.61 -0.729
O -9.14 5.32 -1.72 -0.342
C -9.52 5.06 -0.36 -0.806
C -8.99 3.68 0.09 -0.074
N -9.71 2.60 -0.58 -0.339
C -9.10 1.28 -0.39 -1.044
C -7.69 1.06 -0.98 0.074
O -7.66 1.08 -2.41 -0.447
C -7.53 2.38 -2.98 -0.585
H -9.88 5.67 -3.59 0.237
H -10.68 4.34 -2.72 0.311
H -11.01 6.05 -2.27 0.340
H -10.60 5.14 -0.21 0.398
H -9.04 5.83 0.25 0.394
H -9.12 3.59 1.17 0.395
H -7.92 3.65 -0.14 0.071
H -9.75 2.79 -1.58 0.113
H -9.78 0.55 -0.84 0.371
H -9.07 1.05 0.69 0.429
H -7.38 0.06 -0.70 0.361
H -6.94 1.74 -0.56 0.082
H -6.94 3.05 -2.35 0.260
H -8.51 2.80 -3.18 0.228
H -7.01 2.28 -3.94 0.309
C 5.60 2.49 -2.51 -0.713
O 5.13 2.09 -1.23 -0.221
C 6.17 1.61 -0.38 -0.940
C 6.38 2.57 0.80 -0.169
N 7.00 3.83 0.35 -0.337
C 7.00 4.88 1.38 -0.656
C 5.63 5.41 1.84 -0.495
O 4.92 6.13 0.82 -0.440
C 4.13 5.31 -0.03 -0.533
H 4.74 2.72 -3.14 0.227
H 6.22 3.39 -2.43 0.299
H 6.17 1.69 -2.99 0.264
H 7.10 1.42 -0.92 0.391
H 5.82 0.65 0.02 0.403
H 7.04 2.10 1.54 0.406
H 5.41 2.75 1.26 0.151
H 6.49 4.17 -0.46 0.104
H 7.57 5.72 0.96 0.365
H 7.56 4.52 2.25 0.390
H 5.83 6.14 2.63 0.349
H 5.00 4.64 2.29 0.354
H 3.74 4.43 0.48 0.283
H 4.71 5.02 -0.91 0.161
H 3.28 5.91 -0.38 0.336
C 9.73 -2.42 -6.87 -0.723
O 8.60 -2.29 -7.72 -0.337
C 7.69 -3.39 -7.60 -0.789
C 6.37 -2.92 -6.97 -0.191
N 6.55 -2.59 -5.55 -0.316
C 5.39 -1.91 -4.96 -0.723
C 5.05 -0.51 -5.51 -0.579
O 6.04 0.49 -5.22 -0.326
C 7.10 0.55 -6.16 -0.692
H 10.44 -1.61 -7.11 0.237
H 9.44 -2.31 -5.82 0.309
H 10.24 -3.38 -7.02 0.340
H 8.12 -4.23 -7.05 0.400
H 7.49 -3.74 -8.62 0.387
H 5.62 -3.72 -7.07 0.380
H 6.02 -2.05 -7.54 0.182
H 7.36 -1.99 -5.45 0.091
H 5.60 -1.81 -3.89 0.415
H 4.51 -2.55 -5.05 0.365
H 4.14 -0.17 -5.00 0.413
H 4.80 -0.51 -6.58 0.337
H 6.78 0.29 -7.17 0.315
H 7.92 -0.09 -5.84 0.228
H 7.47 1.58 -6.18 0.295
```

***

# C7H4N2O4P

An isolated ion of composition C7H4N2O4P and charge -1 at a distorted geometry (the ωB97M-V functional and the def2-TZVPD basis, the OMol25 dataset).

Values from the calculation:
total charge	-1
orbital gap (alpha / beta)	7.044 / 7.048	eV
electronic energy	-1021.01888	Eh
SMILES	N#CC1=C[C@@H]2C(=[N+]([O-])O[P@]2(=O)[O-])C=C1

Geometry as XYZ:
```
18
Properties=species:S:1:pos:R:3:mulliken_charge:R:1
N 2.94 2.50 -0.65 -0.560
C 2.06 1.75 -0.64 0.069
C 0.95 0.90 -0.53 0.515
C -0.24 1.49 -0.15 -0.721
C -1.47 0.76 0.22 0.256
C -1.36 -0.66 -0.20 0.102
N -2.49 -1.32 -0.26 0.825
O -2.65 -2.49 -0.61 -0.807
O -3.57 -0.62 0.20 -0.418
P -3.45 1.07 -0.12 0.933
O -4.12 1.76 0.99 -0.707
O -3.72 1.31 -1.55 -0.685
C -0.12 -1.25 -0.58 -0.622
C 1.01 -0.52 -0.70 -0.623
H -0.27 2.57 0.00 0.405
H -1.59 0.85 1.32 0.187
H -0.11 -2.32 -0.75 0.426
H 1.97 -0.97 -0.94 0.426
```

***

# C8H13N6

An isolated ion of composition C8H13N6 and charge +1 at a distorted geometry (the ωB97M-V functional and the def2-TZVPD basis, the OMol25 dataset).

Values from the calculation:
total charge	+1
energy relative to the best compared isomer or geometry (same formula, charge and spin)	3.432	eV
orbital gap	7.949	eV
electronic energy	-640.83609	Eh
SMILES	C[C@H](/C=N\N=c1/cncc[nH]1)C(N)=[NH2+]

Geometry as XYZ:
```
27
Properties=species:S:1:pos:R:3:mulliken_charge:R:1
C 0.04 -3.30 1.57 -1.305
C -0.63 -2.03 0.94 0.553
C -0.06 -1.95 -0.48 -0.449
N 0.61 -1.05 -1.08 -0.545
N 1.21 0.07 -0.68 -0.516
C 0.94 1.16 -1.32 0.372
C -0.17 1.33 -2.26 -0.062
N -0.46 2.46 -2.82 -0.521
C 0.21 3.57 -2.48 -0.275
C 1.19 3.51 -1.57 -0.238
N 1.68 2.34 -1.11 -0.110
C -0.82 -0.80 1.69 0.585
N -1.99 -0.75 2.40 -0.386
N -0.05 0.26 1.58 -0.381
H -0.04 -4.23 0.90 0.359
H -0.40 -3.55 2.51 0.384
H 1.18 -3.24 1.65 0.334
H -1.63 -2.45 0.81 0.194
H -0.21 -2.92 -0.99 0.378
H -0.58 0.44 -2.65 0.524
H -0.18 4.60 -2.47 0.335
H 2.01 4.23 -1.44 0.371
H 2.58 2.13 -0.57 0.339
H -2.64 -1.44 2.56 0.200
H -2.24 0.26 2.64 0.246
H -0.19 1.21 1.88 0.240
H 0.65 0.17 0.75 0.374
```

***

# C57H61CsN10O5P2

C57H61CsN10O5P2 as an isolated structure at a distorted geometry (the ωB97M-V functional and the def2-TZVPD basis, the OMol25 dataset).

Values from the calculation:
total charge	-2
orbital gap	3.605	eV
electronic energy	-3835.33441	Eh

Geometry as XYZ:
```
136
Properties=species:S:1:pos:R:3:mulliken_charge:R:1
Cs 0.93 0.26 0.35 1.927
C -6.57 0.36 1.02 -0.905
C -5.56 -0.26 0.29 0.007
C -4.36 0.38 0.04 0.814
C -4.13 1.69 0.51 -0.640
C -5.14 2.27 1.30 -0.258
C -6.34 1.62 1.54 -0.731
N -2.94 2.33 0.23 -0.433
C -2.95 3.57 -0.18 1.166
C -4.17 4.21 -0.62 -0.607
C -4.22 5.50 -1.02 -0.773
C -3.05 6.30 -1.03 -0.722
C -1.86 5.74 -0.70 -0.505
C -1.73 4.37 -0.31 -0.096
N -0.51 3.82 -0.13 0.512
N 0.44 4.66 -0.28 -0.517
C 1.74 4.32 0.00 -0.211
C 2.72 5.14 -0.61 0.043
C 4.05 4.97 -0.30 -0.769
C 4.41 3.99 0.61 -0.812
C 3.39 3.21 1.15 -0.115
N 2.10 3.36 0.87 -0.162
H -7.51 -0.16 1.20 0.376
H -5.72 -1.27 -0.09 -0.028
H -3.59 -0.12 -0.53 0.062
H -4.96 3.26 1.72 0.601
H -7.10 2.11 2.14 0.351
H -5.06 3.60 -0.64 0.421
H -5.17 5.93 -1.34 0.363
H -3.11 7.35 -1.32 0.361
H -0.95 6.31 -0.75 0.414
H 2.38 5.90 -1.30 0.401
H 4.80 5.61 -0.75 0.373
H 5.44 3.83 0.90 0.521
H 3.64 2.44 1.87 0.450
O 1.05 0.27 2.90 -0.647
C 2.06 0.67 3.38 0.861
C 3.16 0.81 4.11 0.096
C 3.24 1.64 5.31 -1.482
C 4.42 1.80 5.96 -0.284
C 5.62 1.20 5.50 -1.012
C 5.60 0.48 4.31 -0.469
C 4.43 0.24 3.60 0.271
P 4.32 -0.38 1.91 0.984
C 3.78 -2.14 2.11 0.269
C 3.13 -2.58 3.26 -0.220
C 2.60 -3.86 3.31 -0.772
C 2.70 -4.71 2.22 -0.267
C 3.34 -4.27 1.07 -0.676
C 3.87 -2.99 1.01 -0.389
C 6.09 -0.64 1.49 -0.396
C 6.87 -1.68 2.00 -0.242
C 8.22 -1.76 1.69 -0.562
C 8.82 -0.81 0.87 -0.464
C 8.05 0.22 0.35 -0.540
C 6.70 0.31 0.66 -0.475
H 2.33 2.13 5.65 0.413
H 4.45 2.41 6.86 0.339
H 6.55 1.34 6.04 0.340
H 6.53 0.09 3.93 0.278
H 3.03 -1.91 4.11 0.393
H 2.08 -4.19 4.20 0.381
H 2.26 -5.70 2.25 0.348
H 3.41 -4.93 0.20 0.337
H 4.35 -2.64 0.11 0.374
H 6.41 -2.42 2.64 0.437
H 8.82 -2.57 2.09 0.373
H 9.87 -0.87 0.64 0.350
H 8.50 0.95 -0.31 0.382
H 6.09 1.11 0.26 0.313
C 0.46 -3.64 -2.06 -1.033
C 0.11 -3.46 -0.57 0.250
O -0.41 -4.47 -0.02 -0.906
O 0.36 -2.36 -0.05 -0.321
H 0.17 -4.63 -2.40 0.368
H 1.54 -3.52 -2.17 0.275
H -0.04 -2.87 -2.65 0.103
C 2.72 2.54 -4.24 -0.885
N 1.26 2.51 -4.08 0.148
C 0.79 3.72 -3.39 -0.661
P 0.71 1.04 -3.45 0.170
O 1.28 0.58 -2.17 -0.806
N -0.93 1.22 -3.45 0.766
C -1.67 1.93 -4.47 -1.395
C -1.73 0.72 -2.34 -0.681
N 1.14 -0.03 -4.67 0.393
C 1.96 -1.18 -4.40 -0.903
C 0.89 0.24 -6.07 -1.101
H 2.99 3.37 -4.88 0.366
H 3.05 1.61 -4.70 0.306
H 3.24 2.65 -3.28 0.234
H 0.88 4.57 -4.07 0.428
H 1.37 3.92 -2.49 -0.047
H -0.25 3.62 -3.09 0.212
H -1.02 2.60 -5.03 0.583
H -2.45 2.54 -4.00 0.328
H -2.16 1.24 -5.18 0.213
H -1.10 0.12 -1.69 -0.404
H -2.55 0.10 -2.71 0.417
H -2.13 1.54 -1.73 0.158
H 1.98 -1.37 -3.33 0.062
H 3.00 -1.04 -4.75 0.248
H 1.55 -2.07 -4.90 0.333
H 0.37 1.19 -6.18 0.317
H 0.28 -0.55 -6.52 0.303
H 1.83 0.30 -6.64 0.359
C -6.21 -1.47 -2.46 -1.092
C -5.76 -2.49 -1.44 0.949
C -6.68 -3.17 -0.65 -0.942
C -6.27 -4.10 0.28 -0.742
C -4.92 -4.38 0.46 0.025
N -4.55 -5.36 1.39 -0.055
C -3.23 -5.67 1.78 0.202
O -2.90 -6.83 1.90 -0.710
N -2.41 -4.59 1.96 -0.011
C -2.75 -3.38 2.57 0.512
C -3.90 -3.18 3.33 -0.379
C -4.06 -1.98 4.00 -0.607
C -3.08 -1.01 3.90 -0.598
N -1.98 -1.18 3.17 -0.226
C -1.82 -2.32 2.51 -0.176
C -3.98 -3.70 -0.32 -0.355
C -4.41 -2.76 -1.25 -0.377
H -7.28 -1.57 -2.66 0.365
H -5.68 -1.60 -3.40 0.404
H -6.02 -0.46 -2.10 0.145
H -7.74 -2.96 -0.76 0.331
H -7.00 -4.62 0.90 0.377
H -5.17 -6.15 1.47 0.262
H -1.51 -4.60 1.43 0.161
H -4.64 -3.96 3.42 0.463
H -4.95 -1.80 4.59 0.402
H -3.17 -0.06 4.42 0.348
H -0.91 -2.41 1.91 0.445
H -2.93 -3.90 -0.21 0.761
H -3.67 -2.23 -1.83 0.402
```